{
  "formula": "C23H27N3O2",
  "method": "wB97M-V/def2-TZVPD",
  "elements": ["C", "C", "C", "C", "C", "C", "C", "C", "C", "C", "N", "C", "O", "C", "C", "N", "N", "C", "C", "C", "C", "C", "C", "C", "C", "C", "C", "O", "H", "H", "H", "H", "H", "H", "H", "H", "H", "H", "H", "H", "H", "H", "H", "H", "H", "H", "H", "H", "H", "H", "H", "H", "H", "H", "H"],
  "xyz": [[1.59561, 2.66367, -0.15843], [0.62330, 1.48510, -0.14542], [0.85585, 0.53759, 1.03810], [1.88305, -0.56539, 0.75391], [3.27184, -0.04346, 0.52488], [4.02091, 0.45778, 1.58322], [5.29575, 0.95209, 1.37558], [5.84323, 0.94739, 0.10367], [5.10958, 0.44268, -0.95610], [3.83318, -0.04936, -0.74563], [-0.74172, 1.98168, -0.10252], [-1.53226, 2.06227, -1.19483], [-1.18860, 1.67739, -2.29140], [-2.91175, 2.65660, -0.93021], [-3.98206, 1.58539, -1.16320], [-3.81152, 0.47139, -0.25065], [-2.85265, -0.39622, -0.63206], [-2.39104, -1.28469, 0.16185], [-1.28977, -2.10307, -0.34298], [-0.76008, -1.81623, -1.60665], [0.28607, -2.55823, -2.11547], [0.83122, -3.59834, -1.37676], [0.32347, -3.88310, -0.12088], [-0.72649, -3.14465, 0.39448], [-2.92850, -1.42806, 1.56495], [-4.38628, -0.97524, 1.58882], [-4.57845, 0.34552, 0.86920], [-5.37983, 1.19360, 1.20320], [2.62037, 2.31289, -0.22435], [1.38854, 3.30016, -1.01536], [1.48738, 3.25508, 0.74963], [0.70269, 0.93247, -1.08662], [1.16665, 1.11538, 1.91171], [-0.09235, 0.04812, 1.27227], [1.55529, -1.13174, -0.11804], [1.89422, -1.24488, 1.61056], [3.60115, 0.45691, 2.57933], [5.86582, 1.33875, 2.20788], [6.83916, 1.33185, -0.05933], [5.53276, 0.43211, -1.94986], [3.26239, -0.44081, -1.57537], [-1.04683, 2.39127, 0.76618], [-3.07659, 3.46809, -1.63977], [-2.99316, 3.04730, 0.08468], [-3.88436, 1.19635, -2.17877], [-4.97879, 1.99879, -1.00023], [-1.17723, -0.99329, -2.16430], [0.68297, -2.32349, -3.09211], [1.65019, -4.17910, -1.77448], [0.74746, -4.68688, 0.46314], [-1.09853, -3.39063, 1.37743], [-2.86228, -2.45570, 1.91983], [-2.32636, -0.80295, 2.23530], [-4.76442, -0.88081, 2.60700], [-5.00824, -1.70931, 1.06498]],
  "atomic_forces_ev_per_a": [[-0.1, -0.2, -0.2], [0.1, 0.0, 0.1], [0.0, -0.2, -0.3], [-0.1, 0.2, 0.2], [0.0, -0.2, 0.0], [0.0, 0.0, 0.0], [0.0, 0.0, 0.1], [0.1, 0.0, -0.1], [0.1, 0.0, -0.1], [0.0, 0.0, 0.1], [0.2, 0.0, 0.3], [-0.3, 0.4, 0.4], [0.1, -0.1, -0.5], [-0.1, -0.3, -0.2], [0.0, 0.3, 0.0], [-0.3, 0.4, 0.1], [0.6, -0.7, -0.3], [-0.7, 0.4, 0.4], [0.5, -0.4, -0.3], [0.0, 0.0, 0.1], [0.0, 0.0, 0.0], [0.0, -0.1, 0.1], [0.2, -0.1, -0.1], [-0.2, 0.2, 0.0], [-0.1, 0.1, -0.2], [0.1, 0.1, 0.1], [-0.1, -0.3, 0.3], [-0.1, 0.1, 0.1], [0.1, 0.1, 0.0], [0.0, 0.1, -0.1], [0.0, 0.1, 0.1], [0.0, 0.0, 0.1], [0.0, 0.0, 0.1], [0.0, 0.0, 0.1], [0.0, -0.1, 0.0], [0.0, -0.1, -0.1], [-0.1, 0.0, 0.1], [0.0, 0.0, 0.1], [0.1, 0.0, 0.0], [0.0, 0.0, -0.1], [-0.1, -0.1, -0.1], [-0.1, 0.0, -0.1], [0.1, 0.0, 0.0], [0.0, 0.0, 0.0], [-0.1, 0.0, 0.1], [0.1, -0.1, -0.1], [0.0, 0.1, -0.1], [0.0, 0.0, -0.1], [0.1, 0.0, 0.0], [0.0, -0.1, 0.0], [-0.1, 0.0, 0.1], [0.1, 0.1, 0.0], [0.0, -0.1, 0.0], [0.0, 0.1, -0.1], [0.0, 0.0, 0.0]],
  "e_homo_ha": -0.308,
  "homo_lumo_gap_ev": 8.695,
  "de_lowest_kcal_mol": 30.86
}